1.
The following is a quantum chemistry calculation of a structure of composition C26H30CeCl2N5O2 in a non-equilibrium geometry, from the Open Molecules 2025 dataset.

The geometry in XYZ format:
```
66
Properties=species:S:1:pos:R:3:forces:R:3
Ce 0.84795 -0.55492 0.35204 0.0 0.3 1.3
C 1.53494 1.65888 3.27309 2.2 -0.4 0.9
C 2.75999 0.77004 2.99570 1.2 1.1 -0.9
N 3.11142 0.70061 1.55897 -0.6 -0.1 -0.4
C 3.54692 1.94291 0.92952 0.8 0.7 1.4
C 2.40476 2.76842 0.31247 1.0 -1.1 0.1
C 2.55147 4.08222 -0.01259 1.0 2.3 -0.1
C 1.51127 4.74924 -0.67014 0.2 0.3 0.1
C 0.34956 4.08148 -0.98719 0.7 -0.3 0.6
C 0.28014 2.76466 -0.59195 0.2 -0.9 0.5
C -1.00139 2.01701 -0.79533 -0.9 0.0 0.8
N -1.28154 1.05021 0.29885 0.9 0.9 -1.3
C -1.77555 1.53783 1.55620 -1.5 -0.4 0.4
C -0.73390 2.07894 2.50931 0.2 0.6 -0.2
N 0.35322 1.10581 2.63554 0.5 0.3 0.9
N 1.30018 2.12161 0.02273 -1.5 -0.3 -0.7
H 1.54174 1.75074 4.37662 -0.7 -0.2 -0.2
H 1.87089 2.64399 2.99157 -0.8 0.6 -0.8
H 3.73039 1.05368 3.50043 -1.3 0.2 0.3
H 2.49901 -0.20120 3.29986 -0.1 -1.6 0.4
H 3.80998 -0.01488 1.43605 0.2 -0.1 0.0
H 4.14774 2.56520 1.67637 -0.9 -0.3 -0.6
H 4.34151 1.71144 0.21491 -0.5 -0.1 -0.5
H 3.48894 4.62219 0.27210 -1.0 -0.5 -0.3
H 1.51887 5.80322 -0.92106 0.6 0.0 0.1
H -0.49910 4.56047 -1.43044 -0.2 0.2 -0.2
H -1.78323 2.82397 -0.88429 0.3 -0.9 0.0
H -0.96038 1.41040 -1.70192 0.0 0.2 -0.2
H -1.82818 0.29018 -0.07541 -0.3 -0.1 0.1
H -2.61948 2.26872 1.43398 0.6 -0.4 0.1
H -2.16991 0.62267 2.02445 -0.2 0.4 0.0
H -0.38821 3.09644 2.20784 0.3 -0.9 0.0
H -1.17570 2.21522 3.49240 -0.5 0.2 0.2
H 0.03345 0.34786 3.26220 0.0 0.4 -0.7
Cl -2.65499 -7.06295 1.81598 0.0 -0.3 0.0
C -2.09848 -5.42172 1.78401 0.6 -0.3 -0.2
C -3.07646 -4.42750 1.76497 -0.3 -0.4 0.0
C -2.74516 -3.11776 1.75532 -0.1 0.4 0.4
Cl -3.92277 -1.84794 2.01610 0.3 -0.5 -0.4
C -1.38762 -2.75374 1.70873 2.0 2.7 0.3
O -1.04781 -1.49061 1.72561 -0.2 -1.3 -0.3
C -0.36591 -3.76306 1.71622 -0.8 -1.1 0.2
C 1.04889 -3.58604 1.76747 0.9 1.9 -0.8
O 1.71518 -2.51214 1.74084 -0.9 -1.6 0.2
C -0.75757 -5.12849 1.76921 -0.3 -0.2 -0.3
H -4.09639 -4.74553 1.77051 -0.5 0.0 0.1
H 1.60420 -4.52886 1.71865 0.2 -0.1 0.3
H -0.00848 -5.94247 1.73047 -0.5 0.6 0.2
C -1.71361 -2.68900 -2.00956 -1.5 -0.6 0.8
C -1.49116 -1.64652 -2.99160 0.2 1.4 -2.2
C -2.16781 -1.58831 -4.23695 -0.4 -0.3 1.2
C -1.87443 -0.63465 -5.20219 2.0 0.7 1.8
C -0.77601 0.25013 -4.92735 -1.5 -1.2 0.3
C -0.04511 0.17112 -3.73283 -0.5 -0.2 -1.5
C 1.21359 0.96341 -3.67851 0.4 -0.2 1.5
C -0.38402 -0.77828 -2.74099 -0.2 -0.2 0.4
N 0.30646 -0.86386 -1.55906 -0.2 0.0 -1.4
H -2.58840 -3.32300 -2.20461 0.2 0.1 -0.2
H -1.82785 -2.29378 -0.99732 0.1 0.0 0.0
H -0.83459 -3.28185 -2.02991 0.9 -1.0 0.4
H -3.01223 -2.29419 -4.38438 0.6 0.5 0.0
H -2.44661 -0.59561 -6.08198 -0.5 0.2 -1.1
H -0.52655 1.02398 -5.63709 0.1 0.0 -0.2
H 1.32759 1.53539 -4.57510 0.2 0.4 -0.6
H 2.07210 0.27809 -3.54288 -0.2 0.3 -0.1
H 1.24422 1.65050 -2.81468 0.1 -0.2 -0.2
```
Forces are in eV/Å.

Values from the calculation:
**Strongest force on any atom**: 0.066 Eh/bohr
**Multiplicity**: 2
**HOMO (spin up / spin down)**: -5.67 / -5.82 eV
**Kohn-Sham gap (spin up / spin down)**: 5.35 / 5.50 eV
**Electronic energy**: -76969.277 eV

---

2.
The following is a quantum chemistry calculation of a cluster of 2 separate species, C26H30ClF3N4O2 in total in a non-equilibrium geometry, from the Open Molecules 2025 dataset.

The geometry in XYZ format:
```
66
Properties=species:S:1:pos:R:3:forces:R:3
N 4.98451 1.40403 2.18606 -1.1 1.0 1.4
O 1.31910 -4.94948 -5.41834 -0.3 0.2 0.0
O -1.93538 -1.70639 -6.09058 0.0 -0.3 0.6
F -2.40510 0.77627 0.74261 -0.4 0.4 0.7
F -3.98206 3.06345 4.71185 0.2 -0.4 -0.7
F 2.77551 5.38557 6.47536 0.3 0.4 0.4
Cl -7.39954 1.31779 1.39563 0.5 0.1 0.1
C 4.34862 2.00871 2.95174 1.0 -0.8 -1.1
C 1.88493 -3.97628 -4.94212 0.5 -1.5 -0.5
C -0.74652 -2.00278 -6.04729 -0.9 0.3 0.4
C -4.69514 1.10974 1.13023 0.1 -0.2 -0.4
C -5.47970 2.21203 3.11275 -0.2 0.2 0.4
C -0.63424 2.35985 2.37679 0.0 0.0 0.3
C -1.36994 1.78892 4.59617 0.3 0.0 -0.1
C 0.68827 2.39623 2.82279 -0.5 0.0 0.4
C -0.05047 1.84175 5.04907 -0.3 0.1 -0.6
C -3.37319 1.28120 1.54295 -1.3 0.3 0.7
C -4.16575 2.39941 3.54533 -0.5 -0.6 -1.3
C -5.75242 1.56352 1.91211 0.8 0.1 0.3
C -1.68685 2.04298 3.25124 0.7 0.0 0.2
C -3.08347 1.92188 2.77044 0.4 0.1 0.1
C 0.99278 2.14441 4.16713 -0.1 -0.2 -0.3
N -0.02302 -1.74615 -7.14729 1.3 0.1 -0.7
N 4.11722 3.26161 5.13578 1.4 0.8 0.2
N 1.26069 -2.84019 -4.63224 -1.1 1.1 0.0
C 3.37439 -4.01320 -4.69185 -0.1 0.0 0.0
C 1.36984 -2.04311 -7.47876 -0.2 -0.2 0.3
C -0.95819 -1.62348 -1.01996 0.4 0.0 -0.3
C -1.14836 -3.87251 -2.03158 0.5 0.1 -0.3
C 2.02648 4.41913 5.87806 -0.2 -1.1 -0.6
C 3.53031 2.81433 3.86687 -0.1 -0.6 -0.4
C 2.41565 2.13135 4.67240 -1.5 0.0 -0.6
C 2.81758 3.09636 5.80200 -0.2 -0.3 0.7
C -0.43101 -2.52507 -2.13698 -0.5 0.0 0.0
C -0.66240 -1.83829 -3.49677 -0.1 -0.3 -0.1
C -0.19154 -2.63135 -4.73746 0.2 0.0 0.2
H -4.90124 0.60335 0.19284 0.1 0.0 0.1
H -6.29969 2.57886 3.72100 0.1 0.0 0.0
H -0.83508 2.57715 1.33246 0.0 -0.1 0.1
H -2.14784 1.51556 5.30219 0.0 0.1 -0.1
H 1.46666 2.61653 2.09927 0.0 0.0 0.1
H 0.16008 1.62140 6.09149 0.0 0.0 -0.1
H -0.57582 -1.33029 -7.88149 -0.1 -0.1 0.2
H 4.79631 2.57996 5.47823 -0.2 0.3 -0.1
H 1.81261 -2.09071 -4.25130 0.0 0.1 0.1
H 3.85549 -3.20111 -5.23346 0.2 0.1 0.1
H 3.76589 -4.96855 -5.04084 -0.1 0.2 0.0
H 3.55986 -3.91296 -3.62396 0.2 0.1 0.0
H 2.04397 -1.54902 -6.77860 0.1 -0.1 -0.1
H 1.53422 -3.12257 -7.46234 0.2 0.1 0.0
H 1.59008 -1.68064 -8.48394 -0.2 0.0 0.1
H -0.75757 -2.07931 -0.05051 -0.1 0.1 0.1
H -2.03297 -1.47734 -1.13020 0.0 0.1 0.1
H -0.45931 -0.65552 -1.05861 -0.1 0.2 0.1
H -1.02117 -4.28068 -1.02923 -0.1 -0.1 0.0
H -0.72117 -4.58166 -2.74000 -0.1 -0.2 0.0
H -2.21173 -3.74982 -2.23811 -0.1 -0.1 0.0
H 1.10300 4.26341 6.44310 0.1 0.1 0.0
H 1.75355 4.76127 4.87533 0.0 0.0 0.0
H 3.15773 3.67244 3.29569 0.1 -0.1 0.1
H 2.68696 1.09938 4.91848 0.2 0.2 0.1
H 2.87176 2.62816 6.79175 0.1 0.3 -0.1
H 0.63660 -2.67877 -1.97896 0.2 -0.1 0.0
H -0.15998 -0.87010 -3.49426 0.0 0.2 0.0
H -1.73329 -1.64991 -3.58802 0.0 0.1 -0.2
H -0.66954 -3.61070 -4.70217 0.2 -0.1 -0.1
```
Forces are in eV/Å.

Values from the calculation:
**Strongest force on any atom**: 0.039 Eh/bohr
**Multiplicity**: 1
**HOMO**: -9.04 eV
**Kohn-Sham gap**: 9.14 eV
**Electronic energy**: -58178.755 eV
**SMILES**: N#C[C@@H]1N[C@@H](CF)[C@H]1c1ccc(-c2c(F)cc(Cl)cc2F)cc1.CNC(=O)[C@H](CC(C)C)NC(C)=O

---

3.
The following is a quantum chemistry calculation of a structure of composition C26H30CrN7O6 in a non-equilibrium geometry, from the Open Molecules 2025 dataset.

The geometry in XYZ format:
```
70
Properties=species:S:1:pos:R:3:forces:R:3
Cr -14.81718 3.39372 10.78255 -0.2 1.9 0.3
C -14.18175 2.54577 5.27426 -0.3 -0.7 0.8
C -13.96888 2.55188 6.80813 -0.8 1.0 -0.2
O -13.55039 3.52918 7.42979 -0.2 -1.1 -0.7
N -14.48358 1.44508 7.46084 0.1 -0.6 -2.2
C -14.22597 1.28955 8.83099 1.8 0.9 1.8
C -15.38217 0.80309 9.65668 0.1 0.3 1.0
C -16.01025 -0.41495 9.40286 1.2 -0.1 -0.1
C -17.01039 -0.85395 10.24207 -0.8 0.2 0.5
C -17.32242 -0.04784 11.36345 -0.6 0.4 -0.8
C -16.71287 1.19500 11.54429 0.9 -1.3 -1.9
N -15.72500 1.62795 10.69587 -1.6 -2.4 -0.3
H -15.29773 2.52259 5.08221 1.3 -0.3 0.1
H -13.64740 1.65724 4.83135 -0.7 1.0 0.2
H -13.80188 3.48983 4.90171 0.2 -0.1 -0.2
H -14.59001 0.59216 6.89293 0.0 0.8 0.4
H -14.01096 2.34307 9.19088 0.1 -1.3 -0.6
H -13.23804 0.74289 9.01593 -1.4 0.3 0.1
H -15.53728 -1.03705 8.62145 -0.8 0.3 0.3
H -17.61895 -1.74848 9.98617 0.7 0.6 0.5
H -18.18274 -0.29013 11.98239 0.3 -0.1 0.1
H -17.02488 1.86306 12.30593 -0.1 0.5 0.7
N -13.85416 5.22519 10.33938 -0.7 0.1 0.9
C -14.72163 6.26795 9.82889 0.3 -1.7 -0.2
C -14.12840 7.40230 9.34716 -1.2 -0.3 0.8
C -14.99879 8.30543 8.74880 -1.5 0.1 -1.5
C -16.35522 7.97634 8.44594 1.6 0.8 0.0
C -16.89869 6.72476 8.80722 -1.1 -0.3 1.9
C -18.29384 6.30383 8.61569 2.7 -1.3 0.0
C -18.57172 4.97840 8.92280 -1.5 1.5 -0.9
C -17.65939 4.17314 9.59003 2.0 -0.9 1.5
N -16.40858 4.52921 9.95357 -1.8 1.8 -0.8
C -16.07046 5.85980 9.62838 0.5 -0.1 -1.6
H -13.46306 5.54536 11.21613 0.3 -0.1 0.2
H -13.10460 5.08248 9.69625 1.0 -0.1 -0.7
H -13.05562 7.52277 9.50364 -0.3 0.3 -0.3
H -14.57514 9.21598 8.34471 -0.3 0.2 0.1
H -16.93920 8.70909 7.85636 0.3 -0.6 0.5
H -19.00406 6.94171 8.12908 -0.2 0.2 -0.2
H -19.56038 4.59928 8.59438 0.8 0.0 0.7
H -17.93058 3.18370 9.99070 -0.1 0.4 -0.7
C -16.63237 5.60832 14.12347 1.0 0.0 -0.4
C -15.43959 4.69210 14.10183 -0.5 -1.3 -0.1
N -14.83650 4.10082 13.06846 -0.3 0.8 0.0
C -13.75920 3.38456 13.55477 -1.7 1.0 2.5
C -13.77426 3.48641 14.94520 -1.0 0.1 -1.5
N -14.92382 4.22203 15.26455 2.4 0.1 -0.4
C -12.93418 2.91589 15.99561 0.7 -1.6 1.9
O -11.94458 2.09832 15.60400 -1.2 1.2 0.1
O -13.25788 3.11518 17.17206 0.7 -0.1 -1.8
C -12.86248 2.67979 12.67074 2.8 -0.9 0.5
O -11.77122 2.25001 13.14544 -1.4 0.1 -0.9
O -13.17318 2.57987 11.45155 0.0 -0.1 -0.5
H -17.56088 5.03991 14.15162 0.0 0.1 0.1
H -16.60856 6.23377 13.21688 -0.1 -0.1 0.5
H -16.49984 6.21299 15.03193 -0.5 0.1 -0.4
H -15.00578 4.57955 16.21811 -0.3 -0.2 -0.4
H -11.83984 2.08868 14.54052 0.0 0.3 1.0
C -9.68558 3.34453 5.75960 1.0 2.1 -1.4
N -10.35660 4.41348 6.48914 -0.3 0.2 0.7
C -10.45231 5.70639 5.82074 -0.5 -0.2 -0.9
C -10.64974 4.37547 7.82398 -0.2 -1.1 -0.4
O -11.01888 5.32829 8.49650 0.0 -0.4 -0.2
H -8.64063 3.68907 5.58497 -0.4 -0.4 0.1
H -10.11060 3.27445 4.74392 -0.1 -0.2 0.5
H -9.61578 2.38741 6.19591 -0.4 -0.9 1.0
H -9.48429 6.22146 5.72789 -0.3 0.0 0.4
H -11.22312 6.28192 6.33294 0.5 0.2 0.2
H -10.84456 5.60222 4.78624 0.3 -0.4 0.5
H -10.58727 3.31538 8.23189 0.1 1.0 -0.2
```
Forces are in eV/Å.

Values from the calculation:
**Strongest force on any atom**: 0.062 Eh/bohr
**Multiplicity**: 5
**Charge**: +1
**HOMO (spin up / spin down)**: -10.72 / -11.43 eV
**Kohn-Sham gap (spin up / spin down)**: 7.16 / 7.80 eV
**Relative energy (zero: lowest compared OMol25 entry of this formula, charge and spin)**: 0.0 kcal/mol
**Electronic energy**: -78584.379 eV

---

4.
The following is a quantum chemistry calculation of a structure of composition C26H30CsN7OS in a non-equilibrium geometry, from the Open Molecules 2025 dataset.

The geometry in XYZ format:
```
66
Properties=species:S:1:pos:R:3:forces:R:3
Cs -0.51100 -0.43967 0.05715 0.4 -0.1 -0.4
C 1.30895 3.82937 2.46619 0.6 -0.4 -0.6
C 0.64198 2.75697 1.85534 0.2 -0.5 -0.9
N 1.23150 1.89873 1.01241 -1.2 0.5 0.9
C 2.52384 2.03727 0.74182 1.5 0.3 -0.2
C 3.31004 3.11166 1.32321 -0.6 -0.9 -0.8
C 2.65189 4.00410 2.18863 -0.6 -0.5 0.2
C 4.67960 3.20319 1.00877 0.3 -0.1 0.0
C 5.30895 2.23498 0.25165 -0.6 0.1 0.5
C 4.58229 1.16049 -0.29590 -0.6 0.4 1.0
C 3.18886 1.04477 -0.12473 0.3 -0.2 -0.4
N 2.44768 0.11229 -0.78860 -0.3 0.6 -0.4
C 2.78507 -1.16357 -1.03560 -1.0 -0.4 0.1
C 3.64543 -1.89567 -0.20011 -0.2 -0.2 -0.1
C 3.43867 -3.25790 0.05887 -0.3 -0.3 -0.9
C 2.60453 -4.02502 -0.74393 0.4 1.1 0.0
C 1.94115 -3.41205 -1.85077 1.0 0.7 1.1
C 1.25733 -4.16896 -2.79255 -1.2 -0.2 -1.3
C 0.52335 -3.54640 -3.80108 0.7 0.4 0.6
C 0.54644 -2.13242 -3.85133 0.7 -0.4 0.7
N 1.27658 -1.41286 -3.00747 -0.4 0.8 -0.1
C 1.97986 -1.97753 -2.01323 0.3 -0.7 0.5
H 0.78803 4.50063 3.11477 -0.2 0.2 0.3
H -0.42894 2.59249 1.98784 0.2 0.1 0.2
H 3.21061 4.75769 2.71692 0.2 0.3 -0.1
H 5.21266 4.02774 1.45336 0.3 0.1 0.0
H 6.38539 2.28036 0.15088 0.0 0.0 -0.2
H 5.08459 0.33547 -0.75350 0.3 -0.1 -0.6
H 4.35373 -1.31382 0.35876 0.0 -0.1 0.6
H 3.92628 -3.73569 0.90561 0.2 0.1 -0.2
H 2.50780 -5.07465 -0.58887 -0.1 -0.6 0.1
H 1.27478 -5.26166 -2.71437 0.0 0.4 0.0
H -0.01518 -4.09024 -4.55694 -0.1 -0.2 0.0
H -0.01592 -1.56662 -4.59248 0.1 -0.2 0.0
C -2.50713 -2.50058 3.43938 0.7 0.1 -0.3
N -3.85467 -2.00846 3.16092 0.6 0.0 -0.5
C -4.89681 -2.40888 4.08141 -0.3 0.9 0.2
C -3.96446 -1.21969 2.04012 0.3 0.3 -0.7
O -2.92459 -0.89335 1.41562 -1.0 -0.7 1.1
N -5.17364 -0.76275 1.55547 0.1 -0.1 -0.3
C -6.54551 -1.09877 1.94007 -0.1 0.1 -0.1
C -5.12759 -0.10621 0.23864 -0.2 0.2 -0.1
H -2.54437 -2.99604 4.42064 0.4 0.4 -0.4
H -1.78507 -1.65850 3.37974 -0.4 -0.5 0.5
H -2.11590 -3.23166 2.69874 -0.6 0.3 0.3
H -4.44542 -2.81718 4.98753 0.0 0.2 -0.1
H -5.53602 -3.18065 3.66309 -0.2 -0.1 0.0
H -5.49153 -1.50572 4.34906 0.3 -0.8 0.1
H -6.58254 -1.78417 2.80386 -0.3 0.8 -0.8
H -7.04193 -1.58022 1.07604 0.2 0.1 0.4
H -7.08685 -0.13759 2.12262 0.3 -0.8 0.2
H -4.11954 0.25553 0.06005 -0.2 0.1 0.0
H -5.82953 0.75111 0.20876 0.3 -0.5 0.2
H -5.39734 -0.79883 -0.58953 0.1 0.2 0.6
S -1.98474 2.00574 -1.93499 0.6 0.2 -0.2
C -0.42868 2.44695 -2.43915 1.0 0.0 -1.0
N 0.31236 3.49509 -1.97349 -0.9 -0.3 0.2
C 1.55621 3.70687 -2.71139 0.2 0.7 0.3
C 1.59345 2.50570 -3.65746 1.3 -1.2 0.0
N 0.32182 1.86326 -3.42196 -1.2 -0.2 0.3
H -0.17646 4.22047 -1.45933 0.4 -0.3 -0.1
H 2.42098 3.78692 -2.02029 -0.5 -0.3 -0.4
H 1.50571 4.65124 -3.27145 0.0 -0.2 0.1
H 2.44301 1.79375 -3.44732 -0.8 0.7 0.2
H 1.71319 2.76455 -4.71314 -0.2 0.3 0.1
H 0.04677 1.02857 -3.94299 0.1 0.5 0.8
```
Forces are in eV/Å.

Values from the calculation:
**Strongest force on any atom**: 0.035 Eh/bohr
**Multiplicity**: 1
**HOMO**: -5.64 eV
**Kohn-Sham gap**: 5.70 eV
**Relative energy (zero: lowest compared OMol25 entry of this formula, charge and spin)**: 0.0 kcal/mol
**Electronic energy**: -51310.985 eV